49
Properties=species:S:1:pos:R:3 method="wB97M-V/def2-TZVPD" total_charge=+3
Tl 0.63 0.21 -0.83
O 3.03 3.83 0.38
O 0.11 -2.50 -4.09
O -1.03 -3.60 0.76
O -1.59 2.54 2.49
N -0.76 -4.41 -2.11
N 1.02 3.80 2.48
C 0.03 -1.67 -5.23
C 3.15 4.31 -0.86
C -3.01 2.48 2.16
C -1.34 3.77 3.34
C 0.02 -4.93 -3.24
C -1.75 -4.69 0.10
C 3.13 4.80 1.43
C -0.07 -3.90 -4.38
C -1.42 -3.47 2.14
C 0.19 3.70 3.71
C -0.80 -5.29 -0.96
C 2.41 4.37 2.74
H -1.69 -4.14 -2.39
H -1.29 -4.51 2.43
H -1.89 3.84 4.28
H -3.65 2.66 3.02
H -2.03 -5.58 0.66
H -3.09 1.43 1.85
H 0.32 2.73 4.20
H 1.06 -1.47 -5.54
H 0.22 -5.15 -0.62
H -0.34 -5.88 -3.63
H 0.57 4.51 1.92
H -0.91 -6.34 -1.25
H -1.71 4.65 2.81
H 0.47 -4.31 -5.23
H 4.21 4.50 -1.02
H 4.17 5.00 1.69
H -2.65 -4.20 -0.29
H 1.00 -5.18 -2.83
H -0.38 -0.70 -4.96
H -3.19 3.14 1.32
H 2.96 3.47 3.02
H -1.09 -3.93 -4.78
H -2.50 -3.33 2.22
H 2.67 5.74 1.11
H -0.63 -2.04 -6.01
H 2.48 5.11 3.54
H -0.87 -2.66 2.63
H 2.59 5.23 -1.02
H 0.37 4.46 4.46
H 2.88 3.58 -1.63

---

27
Properties=species:S:1:pos:R:3 method="wB97M-V/def2-TZVPD" total_charge=-1
N 1.10 2.84 2.53
N 0.60 -0.95 -1.42
C -0.09 1.13 3.27
C -2.23 0.05 -0.50
C 0.46 1.69 2.15
C 0.37 -1.64 -3.80
C 0.95 3.03 3.88
C 1.30 -1.35 -2.64
C 0.21 1.98 4.37
C -2.02 -1.12 -1.14
B -0.57 -1.90 -0.96
H 0.46 1.37 1.12
H -0.03 -2.65 -3.71
H -2.84 -1.53 -1.75
H -0.07 1.84 5.40
H -0.66 0.21 3.29
H -0.48 -0.97 -3.80
H -0.57 -2.98 -1.54
H 1.37 3.89 4.37
H 1.59 3.45 1.91
H -1.70 0.18 0.43
H 1.94 -0.51 -2.95
H -2.87 0.83 -0.90
H 0.93 -1.61 -4.74
H 2.00 -2.18 -2.46
H -0.44 -2.09 0.26
H 1.28 -1.02 -0.68

---

144
Properties=species:S:1:pos:R:3 method="wB97M-V/def2-TZVPD" total_charge=-2
O 1.41 3.22 2.72
O 0.12 -1.24 -0.07
O 2.10 0.54 3.66
O -0.82 1.41 -0.85
N 0.51 2.66 7.69
N -7.98 -0.50 -7.77
N -7.62 4.56 -0.66
N 0.61 10.71 1.77
N -0.28 -6.82 6.18
N 7.41 -5.26 3.15
N -0.37 0.67 -7.41
N 5.89 2.73 -2.75
N -4.59 -5.08 -1.24
N -1.53 6.94 -3.60
N 3.43 -9.88 -0.66
C -0.29 4.87 -4.65
C 4.00 -6.66 -1.94
C 1.22 -0.34 1.83
C -6.08 4.78 2.79
C -5.68 -0.94 -6.60
C -5.09 -2.36 0.96
C 3.31 8.59 0.18
C -0.66 2.58 7.54
C -2.08 2.46 7.34
C 3.41 -9.06 -1.49
C 3.33 -7.98 -2.48
C -0.94 6.06 -4.03
C -2.04 -0.02 6.68
C -6.56 4.55 -0.21
C -1.41 -5.96 2.80
C 0.25 2.36 1.03
C 0.68 9.63 1.37
C 5.42 -4.17 4.54
C 5.50 -5.89 6.46
C 0.35 -0.22 0.63
C 3.37 -6.03 -0.65
C 1.43 0.76 2.61
C -6.96 -0.72 -7.28
C -5.54 -0.01 -5.33
C 1.94 -0.18 -4.84
C -6.00 -3.18 1.83
C 6.52 -4.80 3.82
C -4.80 -4.00 -0.93
C 1.44 6.33 -6.07
C -5.07 4.13 1.82
C 5.11 1.42 -0.67
C 3.07 -0.30 -5.88
C 0.49 5.13 -6.02
C 0.82 8.24 0.85
C -5.64 1.49 -5.61
C -0.28 -5.57 3.85
C 0.05 0.09 -6.49
C 6.11 0.33 -0.18
C 1.95 8.14 -0.25
C -5.22 4.54 0.35
C -1.39 -7.45 2.48
C 5.47 -4.36 6.08
C -5.01 -2.61 -0.53
C 0.59 -0.69 -5.36
C -2.51 1.42 6.31
C -0.14 1.26 0.12
C 0.98 2.14 2.16
C -0.26 -6.25 5.17
C 6.44 -0.76 -1.26
C 5.58 2.13 -1.82
H -1.57 -8.03 3.38
H 4.50 -6.27 6.23
H -3.59 1.42 6.14
H 2.28 -7.87 -2.75
H 1.59 -1.33 2.07
H 4.46 -4.52 4.17
H -6.03 4.28 3.76
H -4.20 -1.98 -0.90
H -2.34 3.50 7.14
H -5.19 3.05 1.84
H 3.52 -6.74 0.17
H -6.36 -0.29 -4.67
H -2.55 2.28 8.30
H -1.10 4.15 -4.77
H 0.69 -5.82 3.43
H -0.13 -0.77 -4.54
H 6.21 -6.51 5.91
H 2.32 -5.81 -0.86
H 3.88 -5.13 -0.30
H -7.01 -3.05 1.44
H -5.85 5.82 3.04
H -2.46 -0.67 5.91
H 3.55 8.32 1.21
H -6.02 -2.82 2.86
H -4.09 -2.54 1.34
H -4.07 4.34 2.20
H -5.62 -1.96 -6.20
H -5.33 2.04 -4.72
H -0.19 5.16 -6.87
H -4.91 -0.75 -7.34
H -5.84 -4.26 1.76
H 5.77 -0.12 0.76
H 2.92 0.43 -6.68
H 4.03 -0.09 -5.39
H 0.05 3.35 0.66
H 0.67 -1.73 -5.67
H -2.16 -7.65 1.74
H 4.76 2.17 0.04
H -5.34 -1.31 1.07
H -4.61 -0.20 -4.80
H 2.21 -0.80 -3.99
H 1.10 4.26 -6.26
H -5.94 -2.36 -1.05
H 3.89 -8.29 -3.36
H -0.95 -0.09 6.73
H 2.07 7.09 -0.52
H 5.62 -6.08 7.53
H 4.28 0.81 -1.03
H 1.85 0.83 -4.43
H -1.22 -5.36 1.92
H -7.12 4.73 2.47
H 5.51 -1.25 -1.55
H -0.44 -7.78 2.07
H 6.96 -0.38 -2.15
H 1.85 6.66 -7.02
H 5.34 -3.09 4.37
H 1.59 8.75 -1.09
H 2.30 6.18 -5.41
H -0.13 7.85 0.48
H 7.07 -1.56 -0.87
H -4.63 3.84 -0.25
H 0.82 7.15 -5.69
H 2.95 -1.31 -6.26
H -2.39 -5.69 3.20
H -4.87 5.55 0.14
H -4.88 1.72 -6.35
H 1.10 7.66 1.73
H 5.06 -6.85 -1.81
H -6.57 1.83 -6.05
H 7.05 0.79 0.11
H 4.70 -3.73 6.52
H 6.41 -4.00 6.51
H 4.06 8.11 -0.44
H -2.41 -0.24 7.68
H 0.44 4.41 -3.97
H -2.14 1.70 5.32
H 3.48 9.66 0.14
H -0.18 -4.50 4.01
H 4.02 -5.88 -2.70

---

17
Properties=species:S:1:pos:R:3 method="wB97M-V/def2-TZVPD" smiles=C[C@@H](N)CS.O
S 0.63 -1.06 -2.13
O -2.69 -0.50 -0.97
N -0.45 1.17 -0.07
C 1.23 -0.60 -0.50
C 0.12 -0.08 0.46
C 0.68 0.18 1.94
H 1.34 -0.10 -2.78
H -0.09 0.15 2.65
H -3.25 -0.95 -1.48
H 1.47 -0.56 2.17
H -1.40 1.19 0.28
H -0.68 -0.78 0.48
H 1.64 0.43 -0.60
H -2.00 -0.23 -1.58
H 2.12 -1.25 -0.10
H 1.30 1.05 1.90
H 0.04 1.93 0.33

---

no.,HOMO (eV)
1,-16.600
2,-3.434
3,-1.059
4,-9.095